ORCA calculation (wB97M-V/def2-TZVPD) on an isolated ion of composition C9H7ClN3O2 and charge -1 at a distorted geometry.

Each line ends with the Löwdin charge.
Element x y z (Å)
C  -1.636497  1.735163  1.746463  -0.07
C  -0.838774  2.242177  0.699663  -0.19
C  -0.911572  0.599877  2.157577  -0.06
C  0.463135  -2.168833  -0.726815  -0.16
C  2.246702  -0.625429  -0.561335  -0.21
C  -0.001315  -2.218449  0.483682  0.14
C  -0.932470  -3.251531  1.247387  -0.79
C  1.033320  -0.963407  -1.357487  -0.21
C  1.284469  -0.401467  1.580299  -0.73
N  0.302476  1.588222  0.606478  0.05
N  2.314408  -0.466392  0.704693  -0.01
N  0.273331  0.582425  1.432237  -0.18
O  -1.742120  -3.502853  0.395669  0.02
O  -0.623743  -3.553819  2.370852  0.00
Cl  1.884068  -0.512182  3.218657  0.64
H  -2.608664  2.207460  2.007294  0.09
H  -1.039257  3.199915  0.321299  0.07
H  -0.908110  -0.120130  2.907438  0.08
H  0.137841  -2.890528  -1.508518  0.13
H  3.239865  -0.635094  -1.075047  0.10
H  1.406896  -1.071187  -2.451710  0.12
H  0.300103  0.018223  -1.275545  0.15

Forces on the atoms, in the same order (eV/Å):
0.1803 -1.1772 -0.0871
-0.0306 -0.5884 2.0881
0.7182 1.6249 -1.0668
-1.8754 -0.6951 -1.3570
0.9645 0.5006 -0.0551
1.4685 0.6312 1.4010
2.3497 2.0239 -0.1841
1.0597 3.8343 -1.0991
-0.9477 -2.0312 -1.9079
1.2921 1.1872 -2.3056
0.8362 0.5643 -0.5588
-2.7565 0.3751 1.4775
-2.7115 -1.6671 -1.2869
-0.2029 -0.7572 1.5929
-0.2755 -0.0361 0.5706
0.9513 -0.9798 0.1771
0.2441 0.8582 -1.2655
-0.9095 -1.0470 1.2055
-0.0224 0.1471 0.9934
-0.7887 -0.0843 0.3328
-1.0853 -0.0693 1.7789
1.5413 -2.6140 -0.4439

Results
2S+1: 1
Electronic energy (Eh): -1121.96640
Net charge: -1
Energy above the lowest of the compared OMol25 structures with the same formula, charge and spin (kcal per mole): 116.0
Orbital gap (spin up / spin down) (Eh): 0.2544 / 0.2435